[1]
ORCA calculation (ωB97M-V/def2-TZVPD) on a structure of composition C30H23N5ReSi.

Summary:
**Energy relative to the best compared isomer or geometry (same formula, charge and spin)**: 0.0 kJ/mol
**F_max**: 0.4 eV Å⁻¹
**Gap between HOMO and LUMO (spin up / spin down)**: 0.2501 / 0.2385 Eh

Geometry as ORCA input:
```
! RIJCOSX wB97M-V def2-TZVPD def2/J DEFGRID3
* xyz 2 2
Re 0.344 0.088 1.091
C -3.881 -0.665 2.092
C -4.611 0.381 1.535
C -3.926 1.331 0.822
C -2.537 1.257 0.668
N -1.822 0.238 1.213
C -2.525 -0.698 1.908
N -1.997 2.273 -0.078
C -0.775 2.514 -0.288
N 0.365 1.801 0.198
C 1.533 2.452 -0.321
N 2.746 2.138 -0.150
C 3.266 1.102 0.593
C 4.664 1.099 0.668
C 5.334 0.121 1.357
C 4.579 -0.876 1.967
C 3.215 -0.830 1.863
N 2.527 0.140 1.202
C 1.091 3.599 -1.112
C 1.834 4.547 -1.792
C 1.131 5.539 -2.459
C -0.266 5.578 -2.438
C -1.003 4.624 -1.750
C -0.293 3.636 -1.092
H -4.356 -1.450 2.663
H -5.683 0.443 1.659
H -4.419 2.170 0.354
H -1.964 -1.510 2.337
H 5.175 1.901 0.156
H 6.414 0.121 1.417
H 5.039 -1.684 2.518
H 2.639 -1.614 2.324
H 2.915 4.511 -1.799
H 1.670 6.301 -3.005
H -0.779 6.370 -2.966
H -2.084 4.649 -1.724
C -1.927 -2.387 -4.158
C -0.562 -2.631 -4.217
C 0.234 -2.361 -3.114
C -0.337 -1.838 -1.946
C -1.718 -1.590 -1.903
C -2.507 -1.871 -3.002
Si 0.774 -1.438 -0.575
C 0.133 -2.134 1.241
C -0.407 -3.400 0.985
C -0.673 -4.259 2.046
C -0.462 -3.865 3.362
C 0.022 -2.592 3.640
C 0.323 -1.765 2.571
H -2.547 -2.602 -5.018
H -0.120 -3.034 -5.118
H 1.298 -2.563 -3.162
H -2.173 -1.185 -1.006
H -3.572 -1.687 -2.968
H 2.159 -1.872 -0.827
H -0.624 -3.727 -0.025
H -1.075 -5.241 1.835
H -0.699 -4.537 4.176
H 0.156 -2.253 4.658
H 0.742 -0.763 2.892
*
```

[2]
ORCA calculation (ωB97M-V/def2-TZVPD) on a structure of composition C30H24AsN4O2P2S4Se2W in a non-equilibrium geometry.

Summary:
**F_max**: 1.1 eV Å⁻¹
**Gap between HOMO and LUMO**: 0.1704 Eh

Geometry as ORCA input:
```
! RIJCOSX wB97M-V def2-TZVPD def2/J DEFGRID3
* xyz 1 1
W -3.369 0.712 -1.494
Se 3.147 0.203 1.638
P 2.463 0.354 -0.354
C 2.857 -1.065 -1.382
C 3.599 -0.943 -2.552
C 3.940 -2.078 -3.279
C 3.541 -3.329 -2.839
C 2.797 -3.453 -1.670
C 2.462 -2.328 -0.938
C 3.175 1.802 -1.176
C 4.564 1.929 -1.069
C 5.215 3.012 -1.633
C 4.490 3.999 -2.289
C 3.112 3.893 -2.380
C 2.454 2.799 -1.832
C 0.658 0.494 -0.645
C -0.520 0.614 0.077
N -1.432 0.921 -0.872
N -0.922 0.878 -2.079
N 0.341 0.624 -1.986
P -1.356 0.392 1.653
Se -3.484 0.234 1.056
C -1.189 1.847 2.666
C -2.282 2.683 2.906
C -2.104 3.842 3.649
C -0.849 4.169 4.138
C 0.241 3.345 3.890
C 0.078 2.183 3.154
C -0.941 -1.112 2.517
C 0.293 -1.248 3.155
C 0.600 -2.417 3.835
C -0.328 -3.446 3.898
C -1.565 -3.314 3.283
C -1.875 -2.154 2.591
H 3.903 0.031 -2.911
H 4.518 -1.981 -4.189
H 3.814 -4.212 -3.403
H 2.488 -4.432 -1.326
H 1.899 -2.433 -0.022
H 5.135 1.182 -0.531
H 6.291 3.092 -1.551
H 4.999 4.852 -2.720
H 2.540 4.662 -2.884
H 1.383 2.737 -1.936
H -3.263 2.440 2.527
H -2.951 4.488 3.838
H -0.717 5.078 4.712
H 1.223 3.609 4.260
H 0.944 1.576 2.932
H 1.031 -0.467 3.101
H 1.566 -2.519 4.312
H -0.091 -4.356 4.435
H -2.295 -4.111 3.344
H -2.843 -2.071 2.122
S -5.598 1.614 -1.041
As -4.878 2.317 -2.982
S -3.850 0.483 -3.796
S -3.064 3.022 -1.954
S -5.973 3.403 -4.265
O -0.619 -2.334 -0.825
C -1.758 -2.455 -1.144
C -2.569 -3.756 -1.166
C -4.040 -3.332 -1.291
C -3.871 -1.867 -1.469
O -4.741 -0.938 -1.486
N -2.648 -1.409 -1.522
H -2.348 -4.312 -0.257
H -2.226 -4.349 -2.013
H -4.631 -3.529 -0.397
H -4.572 -3.762 -2.138
*
```

[3]
ORCA calculation (ωB97M-V/def2-TZVPD) on a structure of composition C30H24Cl2I2N3O5Rh in a non-equilibrium geometry.

Summary:
**Energy relative to the best compared isomer or geometry (same formula, charge and spin)**: 247.1 kJ/mol
**F_max**: 1.2 eV Å⁻¹
**Gap between HOMO and LUMO**: 0.2764 Eh

Geometry as ORCA input:
```
! RIJCOSX wB97M-V def2-TZVPD def2/J DEFGRID3
* xyz 0 1
Rh -0.129 -0.206 0.211
I -1.802 1.689 -0.883
C -3.287 0.445 -0.268
C -4.538 0.875 0.044
C -5.535 -0.093 0.313
C -5.252 -1.416 0.163
C -3.952 -1.858 -0.205
C -3.701 -3.219 -0.505
C -2.478 -3.568 -0.976
C -1.409 -2.633 -1.012
C -1.544 -1.333 -0.593
C -2.909 -0.919 -0.330
H -4.778 1.930 0.067
H -6.531 0.229 0.587
H -6.029 -2.159 0.297
H -4.499 -3.945 -0.407
H -2.279 -4.588 -1.281
H -0.464 -3.015 -1.364
Cl 6.599 3.222 -0.374
C 5.120 2.298 -0.455
C 5.120 1.037 -1.032
C 3.958 0.309 -1.118
Cl 4.125 -1.250 -1.897
C 2.690 0.771 -0.656
O 1.626 0.035 -0.888
C 2.758 2.050 -0.041
C 1.642 2.713 0.616
O 0.551 2.226 0.827
C 3.948 2.794 0.035
H 6.036 0.614 -1.419
H 1.834 3.755 0.930
H 3.921 3.770 0.501
I 0.176 -5.081 3.496
C 0.811 -4.044 1.832
C 1.627 -4.639 0.881
C 1.997 -3.892 -0.214
C 1.547 -2.590 -0.343
N 0.781 -2.009 0.582
C 0.416 -2.734 1.652
H 1.956 -5.662 0.999
H 2.632 -4.307 -0.984
H 1.796 -1.981 -1.189
H -0.212 -2.247 2.370
C -2.174 -2.098 4.247
C -2.375 -0.605 4.440
C -1.129 0.256 4.176
C -1.543 1.748 4.283
C -0.427 2.758 4.062
C -0.070 -0.013 5.243
O -0.358 -0.086 6.416
N 1.234 -0.117 4.814
C 1.677 -0.096 3.479
O 2.857 -0.159 3.232
N 0.703 -0.050 2.509
C -0.557 0.026 2.807
O -1.376 -0.087 1.796
H -3.077 -2.650 4.508
H -1.371 -2.482 4.881
H -1.947 -2.341 3.208
H -2.672 -0.404 5.470
H -3.168 -0.245 3.782
H -1.975 1.871 5.278
H -2.342 1.899 3.554
H 0.371 2.650 4.800
H -0.818 3.772 4.154
H 0.009 2.663 3.068
H 1.947 -0.228 5.521
*
```

[4]
ORCA calculation (ωB97M-V/def2-TZVPD) on a structure of composition C30H24ClN2O2PtS.

Summary:
**Energy relative to the best compared isomer or geometry (same formula, charge and spin)**: 0.0 kJ/mol
**F_max**: 0.4 eV Å⁻¹
**Gap between HOMO and LUMO**: 0.2538 Eh

Geometry as ORCA input:
```
! RIJCOSX wB97M-V def2-TZVPD def2/J DEFGRID3
* xyz 1 1
Pt 1.240 0.568 0.363
Cl -1.375 1.181 7.008
C -0.685 0.701 5.493
C -0.692 -0.654 5.127
C -0.160 -1.053 3.931
C 0.401 -0.130 3.023
O 0.874 -0.620 1.903
C 0.427 1.241 3.412
C 1.014 2.292 2.645
N 1.549 2.151 1.474
C 2.188 3.202 0.767
C 2.838 4.271 1.316
C 3.425 5.240 0.471
C 3.362 5.128 -0.889
C 2.723 4.010 -1.481
C 2.585 3.806 -2.874
C 1.935 2.695 -3.336
C 1.466 1.736 -2.420
N 1.604 1.891 -1.123
C 2.176 3.038 -0.637
C -0.133 1.624 4.657
H -1.128 -1.382 5.799
H -0.169 -2.095 3.641
H 1.047 3.281 3.095
H 2.910 4.379 2.390
H 3.933 6.082 0.919
H 3.812 5.877 -1.527
H 2.996 4.533 -3.563
H 1.790 2.526 -4.393
H 0.990 0.819 -2.749
H -0.115 2.667 4.945
O 1.040 -1.030 -0.918
S 0.213 -2.249 -0.445
C -1.514 -1.670 -0.491
C -2.280 -2.140 0.710
C -2.692 -1.228 1.675
C -3.397 -1.657 2.790
C -3.680 -3.004 2.957
C -3.263 -3.923 2.002
C -2.571 -3.491 0.882
C 0.307 -3.307 -1.917
C -0.122 -2.654 -3.194
C 0.730 -1.771 -3.854
C 0.321 -1.151 -5.024
C -0.942 -1.404 -5.545
C -1.790 -2.291 -4.900
C -1.380 -2.914 -3.730
H -1.957 -1.980 -1.436
H -1.410 -0.584 -0.502
H -2.460 -0.176 1.552
H -3.718 -0.938 3.532
H -4.231 -3.340 3.825
H -3.484 -4.975 2.127
H -2.263 -4.214 0.133
H -0.292 -4.185 -1.669
H 1.356 -3.608 -1.935
H 1.717 -1.581 -3.451
H 0.996 -0.481 -5.543
H -1.257 -0.924 -6.462
H -2.766 -2.508 -5.312
H -2.038 -3.625 -3.242
*
```

What did the first record say?
ORCA calculation (ωB97M-V/def2-TZVPD) on a structure of composition C30H23N5ReSi.

Summary:
**Energy relative to the best compared isomer or geometry (same formula, charge and spin)**: 0.0 kJ/mol
**F_max**: 0.4 eV Å⁻¹
**Gap between HOMO and LUMO (spin up / spin down)**: 0.2501 / 0.2385 Eh

Geometry as ORCA input:
```
! RIJCOSX wB97M-V def2-TZVPD def2/J DEFGRID3
* xyz 2 2
Re 0.344 0.088 1.091
C -3.881 -0.665 2.092
C -4.611 0.381 1.535
C -3.926 1.331 0.822
C -2.537 1.257 0.668
N -1.822 0.238 1.213
C -2.525 -0.698 1.908
N -1.997 2.273 -0.078
C -0.775 2.514 -0.288
N 0.365 1.801 0.198
C 1.533 2.452 -0.321
N 2.746 2.138 -0.150
C 3.266 1.102 0.593
C 4.664 1.099 0.668
C 5.334 0.121 1.357
C 4.579 -0.876 1.967
C 3.215 -0.830 1.863
N 2.527 0.140 1.202
C 1.091 3.599 -1.112
C 1.834 4.547 -1.792
C 1.131 5.539 -2.459
C -0.266 5.578 -2.438
C -1.003 4.624 -1.750
C -0.293 3.636 -1.092
H -4.356 -1.450 2.663
H -5.683 0.443 1.659
H -4.419 2.170 0.354
H -1.964 -1.510 2.337
H 5.175 1.901 0.156
H 6.414 0.121 1.417
H 5.039 -1.684 2.518
H 2.639 -1.614 2.324
H 2.915 4.511 -1.799
H 1.670 6.301 -3.005
H -0.779 6.370 -2.966
H -2.084 4.649 -1.724
C -1.927 -2.387 -4.158
C -0.562 -2.631 -4.217
C 0.234 -2.361 -3.114
C -0.337 -1.838 -1.946
C -1.718 -1.590 -1.903
C -2.507 -1.871 -3.002
Si 0.774 -1.438 -0.575
C 0.133 -2.134 1.241
C -0.407 -3.400 0.985
C -0.673 -4.259 2.046
C -0.462 -3.865 3.362
C 0.022 -2.592 3.640
C 0.323 -1.765 2.571
H -2.547 -2.602 -5.018
H -0.120 -3.034 -5.118
H 1.298 -2.563 -3.162
H -2.173 -1.185 -1.006
H -3.572 -1.687 -2.968
H 2.159 -1.872 -0.827
H -0.624 -3.727 -0.025
H -1.075 -5.241 1.835
H -0.699 -4.537 4.176
H 0.156 -2.253 4.658
H 0.742 -0.763 2.892
*
```